(1)
The following is a DFT calculation (the ωB97M-V functional and the def2-TZVPD basis) of C8H21ClI2NP2Zr as an isolated structure in a non-equilibrium geometry.

The calculation puts the relative energy (zero: lowest compared OMol25 entry of this formula, charge and spin) at 0.0 kcal per mole. The calculation puts the HOMO energy at -0.6446 Ha. As for the charge: +3.

Positions of all 36 atoms, in Å:
I 0.14817 -2.63924 -0.78335
I -1.66578 -2.80125 0.95457
Zr -0.32082 2.21375 0.32738
P 1.54008 0.91753 1.38703
C 1.48062 -0.80087 1.90022
C 3.30771 1.06340 0.99461
H 3.90454 1.06726 1.92323
H 2.20460 1.62528 3.59360
H 3.50008 1.97724 0.41147
H 0.99209 2.78725 2.91954
H 1.77307 -1.40334 1.03360
H 3.58193 0.18315 0.39138
C 1.27047 1.72145 3.02169
H 2.13752 -0.99686 2.75485
H 0.47005 1.17381 3.54378
H 0.44224 -1.03639 2.14879
P -1.27149 1.03013 -1.67672
C -2.12899 -0.49754 -2.11339
C -2.78961 2.05369 -1.39319
H 0.01150 2.28859 -3.33537
H -1.45699 1.52178 -4.06509
H -0.02247 0.52754 -3.65750
C -0.62629 1.39419 -3.35046
H -2.56558 3.07433 -1.03083
H -3.32072 2.10774 -2.35311
H -2.86246 -0.32840 -2.92629
H -2.62891 -0.88984 -1.21519
H -3.43097 1.53280 -0.66719
H -1.37238 -1.23371 -2.44921
Cl 1.11910 3.64413 -0.80410
C -1.23745 -6.09453 1.10072
C 0.16227 -5.77290 1.04810
N 1.30608 -5.54824 1.03508
H -1.43489 -7.11307 1.45565
H -1.72503 -5.97865 0.12991
H -1.73248 -5.44205 1.83252

Atomic forces in eV per Å
1.882 -0.274 -1.567
-1.622 0.534 1.440
0.715 1.960 -0.769
2.466 -1.583 1.756
-0.924 -0.546 -0.609
0.194 0.734 -0.953
-0.410 0.001 -0.254
-0.171 0.206 -0.174
0.217 -0.335 0.279
0.296 -0.109 0.493
0.024 -0.023 0.407
-0.086 0.330 0.152
-0.986 0.640 -0.431
-0.015 0.337 -0.111
0.212 0.226 -0.038
0.187 -0.332 0.165
-1.459 -0.952 -2.911
0.096 -1.352 0.639
0.611 0.446 0.918
-0.211 -0.250 -0.299
0.161 -0.042 0.452
-0.121 0.235 0.128
0.875 0.774 0.202
-0.458 0.099 -0.287
0.171 0.247 0.162
0.390 0.367 0.454
0.008 -0.102 -0.441
0.068 0.140 -0.127
-0.627 0.493 0.135
-1.411 -1.305 1.062
-1.215 -0.398 0.509
2.627 0.065 0.053
-2.108 -0.019 -0.060
0.381 0.081 -0.209
0.118 -0.001 0.057
0.125 -0.291 -0.225



(2)
The following is a DFT calculation (the ωB97M-V functional and the def2-TZVPD basis) of C32H57CrN6O2Si4Te as an isolated structure.

The calculation puts the relative energy (zero: lowest compared OMol25 entry of this formula, charge and spin) at 5.9 kcal per mole. The calculation puts the HOMO energy (alpha / beta) at -0.3350 / -0.3427 Ha. Its spin multiplicity is 5. As for the charge: +1.

Positions of all 103 atoms, in Å:
Cr 0.65174 -0.39091 -1.26075
C -1.39289 -1.69034 -3.18748
C 0.01002 -1.79219 -3.75436
N 0.98234 -2.05345 -2.66616
C 2.34643 -1.93731 -3.20792
C 2.63493 -0.47319 -3.41178
C 3.65304 -0.02506 -4.19696
C 3.95076 1.37045 -4.14160
C 3.30906 2.18957 -3.28707
C 2.22755 1.67989 -2.39188
C 0.09437 2.69718 -1.17667
N -0.37904 1.40453 -0.59568
C -1.83408 1.13777 -0.73991
C -2.14109 0.40433 -2.03017
N -1.36547 -0.84727 -1.97862
N 1.85304 0.31880 -2.66034
H -1.75293 -2.68483 -2.91835
H -2.06659 -1.27289 -3.93692
H 0.28345 -0.84068 -4.20914
H 0.05330 -2.57442 -4.51746
H 0.83949 -2.99555 -2.31457
H 2.47025 -2.50606 -4.13269
H 3.05023 -2.32797 -2.46999
H 4.23868 -0.70796 -4.79387
H 4.73669 1.76421 -4.77417
H 3.57516 3.23407 -3.20763
H -0.75066 3.38432 -1.27802
H 0.78274 3.13904 -0.45930
H -0.21372 1.47372 0.40372
H -2.41860 2.05909 -0.67252
H -2.11594 0.49963 0.09866
H -1.78892 0.98687 -2.87045
H -3.21576 0.21552 -2.11585
H -1.76025 -1.39066 -1.21724
O 4.30421 4.74386 1.17610
C 4.74911 3.47908 1.62400
C 3.92205 2.42176 0.95470
C 3.63287 1.21210 1.57704
C 2.81585 0.30856 0.93148
N 2.29267 0.52765 -0.28205
C 2.65803 1.65360 -0.93114
C 3.44273 2.61997 -0.33259
C 0.83479 2.67140 -2.53971
C 1.24818 4.06182 -2.83708
C 1.28404 4.52811 -4.10986
C 1.74537 5.92725 -4.44267
O 2.06702 6.71808 -3.32031
C 0.81700 3.68736 -5.14284
C 0.17930 2.49243 -4.78006
N 0.09331 2.02665 -3.56611
H 4.86621 5.42812 1.54919
H 4.65931 3.38116 2.70999
H 5.80001 3.31358 1.35482
H 4.03049 0.97466 2.55446
H 2.54046 -0.62488 1.40458
H 3.68420 3.53214 -0.86167
H 1.58107 4.68514 -2.01404
H 0.98150 6.41648 -5.05783
H 2.65513 5.86864 -5.04331
H 1.26671 6.88288 -2.81196
H 0.86306 3.99662 -6.17820
H -0.32957 1.90476 -5.54238
C -0.84713 -5.57252 1.89548
Si -2.31508 -4.45025 2.28148
C -3.17864 -5.08342 3.83623
C -3.52553 -4.50537 0.82229
Si -1.64747 -2.20288 2.56817
Te 0.14790 -1.96633 0.75688
Si -0.35961 -1.81375 4.50746
C -1.38300 -2.09807 6.07042
C 0.27204 -0.02721 4.51290
C 1.12379 -2.98249 4.52992
Si -3.48887 -0.72618 2.44682
C -4.59930 -0.87585 0.91230
C -4.58119 -1.18173 3.91877
C -2.97074 1.09043 2.62120
H -1.16779 -6.60794 1.76385
H -0.11408 -5.54938 2.70533
H -0.33702 -5.25346 0.98513
H -3.55072 -6.10001 3.69310
H -4.02873 -4.45343 4.10671
H -2.49160 -5.09944 4.68505
H -3.70540 -5.52966 0.48931
H -3.14041 -3.94014 -0.03096
H -4.49020 -4.07589 1.10122
H -2.17067 -1.34968 6.17573
H -0.75173 -2.03915 6.95969
H -1.85531 -3.08263 6.06330
H -0.54638 0.68187 4.65091
H 0.77659 0.21944 3.57497
H 0.98231 0.12835 5.32825
H 0.80266 -4.01804 4.66439
H 1.80155 -2.73556 5.34974
H 1.68496 -2.92725 3.59483
H -4.95373 -1.90207 0.79838
H -4.11682 -0.59151 -0.02414
H -5.47756 -0.23728 1.03097
H -4.96682 -2.19855 3.81391
H -5.43895 -0.51102 4.00341
H -4.02841 -1.13418 4.85886
H -2.25077 1.40493 1.86073
H -2.50734 1.25827 3.59532
H -3.83721 1.75174 2.55220

Atomic forces in eV per Å
-0.575 -0.069 -0.465
0.199 -0.118 -0.097
-0.259 0.051 -0.028
-0.016 0.109 -0.080
0.159 0.142 -0.037
0.456 -0.145 -0.338
-0.251 -0.377 0.085
-0.062 0.272 0.232
0.131 -0.134 -0.301
-0.359 0.219 0.003
-0.150 0.059 -0.381
0.157 -0.084 -0.464
-0.193 -0.040 -0.168
0.194 0.130 0.167
0.072 0.245 -0.016
-0.459 0.525 -0.125
-0.087 0.032 0.033
-0.035 -0.046 0.022
0.060 0.002 -0.008
0.083 0.014 0.008
-0.048 0.046 0.232
-0.023 -0.018 0.012
-0.056 -0.034 0.033
-0.020 -0.005 -0.005
0.003 0.060 0.029
0.033 -0.029 -0.062
-0.066 -0.102 0.064
-0.048 0.064 0.054
0.138 -0.186 0.037
0.079 0.038 0.023
0.039 0.030 -0.064
-0.012 0.090 -0.279
0.048 -0.011 -0.015
0.238 -0.104 0.162
-0.064 -0.014 -0.052
0.122 -0.026 0.044
-0.116 -0.034 -0.037
0.110 0.129 -0.125
-0.124 -0.137 0.180
0.439 0.322 0.442
0.270 -0.132 0.087
-0.077 0.075 0.005
0.450 -0.272 0.397
0.037 -0.009 0.197
-0.092 0.180 0.050
-0.008 0.049 -0.016
0.067 -0.127 0.059
0.240 0.307 0.040
-0.260 -0.551 0.306
-0.366 -0.023 -0.329
0.046 0.028 0.005
-0.005 -0.009 -0.008
-0.001 -0.004 0.046
-0.055 -0.009 0.026
-0.046 0.028 -0.001
0.011 -0.031 -0.023
0.048 0.047 -0.041
0.030 -0.039 -0.035
-0.005 0.009 -0.011
-0.037 0.071 -0.036
-0.030 -0.028 -0.013
0.021 0.096 -0.029
-0.008 0.293 0.102
-0.165 -0.366 -0.178
0.077 0.183 -0.094
0.111 0.089 0.172
0.142 0.134 -0.252
-0.154 -0.683 0.677
0.206 0.114 0.307
0.024 0.014 -0.209
-0.111 -0.163 -0.097
-0.223 0.041 -0.147
-0.385 0.196 0.045
0.255 -0.173 0.116
0.162 -0.005 -0.063
0.151 -0.187 0.057
-0.094 0.017 0.020
-0.001 -0.010 -0.008
-0.014 0.006 -0.001
0.021 -0.007 -0.058
0.009 -0.010 0.020
-0.003 -0.003 -0.001
0.039 -0.029 0.047
0.017 -0.007 0.014
0.011 -0.015 -0.001
0.005 -0.006 0.005
0.044 0.010 -0.020
-0.006 0.011 0.008
0.001 -0.004 -0.004
-0.005 -0.029 -0.012
0.001 -0.055 0.021
0.002 0.003 -0.001
-0.039 0.045 0.035
-0.004 0.000 0.005
0.004 0.040 -0.018
0.055 -0.002 -0.026
0.025 0.047 0.072
0.006 0.008 -0.004
0.010 0.037 -0.058
-0.018 -0.011 -0.010
-0.059 0.001 0.177
-0.008 0.003 -0.004
-0.057 -0.048 -0.025



(3)
The following is a DFT calculation (the ωB97M-V functional and the def2-TZVPD basis) of C6H14Cl as an isolated structure in a non-equilibrium geometry.

The calculation puts the relative energy (zero: lowest compared OMol25 entry of this formula, charge and spin) at 8.9 kcal per mole. The calculation puts the HOMO energy (alpha / beta) at -0.3483 / -0.3955 Ha. Its spin multiplicity is 2. As for the charge: 0.

Positions of all 21 atoms, in Å:
Cl -1.10307 -0.73569 0.27315
H -1.69547 -0.27269 1.49424
C -2.46649 -0.05407 2.56365
C -2.61581 1.40446 2.98551
C -4.07283 1.90504 2.92457
C -5.02348 1.20282 3.89201
C -1.72881 2.34986 2.16801
C -0.24343 1.98294 2.21692
H -3.41169 -0.49003 2.24658
H -1.99933 -0.65536 3.35921
H -2.27688 1.48496 4.03425
H -4.07911 2.98142 3.14003
H -4.43909 1.78246 1.89770
H -5.96478 1.76079 3.96266
H -5.27297 0.19014 3.55398
H -4.60312 1.13333 4.90383
H -2.06475 2.34237 1.12466
H -1.86434 3.37236 2.55214
H 0.38106 2.83229 1.91138
H 0.06842 1.67686 3.22602
H -0.04814 1.15096 1.52223

Atomic forces in eV per Å
0.370 -0.416 -0.953
-0.381 0.219 0.607
-0.838 0.300 1.699
0.039 0.353 -0.178
0.116 -0.219 0.044
-0.185 -0.024 -0.003
0.371 0.241 0.091
0.110 -0.155 -0.233
0.176 -0.194 -0.295
0.100 -0.056 -0.707
-0.040 -0.091 -0.244
0.095 -0.167 -0.068
0.017 0.086 0.067
0.136 -0.160 0.005
0.084 0.121 0.123
-0.036 0.035 -0.202
-0.024 0.070 0.076
-0.076 -0.255 -0.107
-0.128 -0.217 0.054
-0.078 0.117 -0.201
0.171 0.412 0.426



(4)
The following is a DFT calculation (the ωB97M-V functional and the def2-TZVPD basis) of C27H44BrKN11O4SSi as an isolated structure.

The calculation puts the relative energy (zero: lowest compared OMol25 entry of this formula, charge and spin) at 12.4 kcal per mole. The calculation puts the HOMO energy at -0.4076 Ha. As for the charge: +1.

Positions of all 90 atoms, in Å:
K 1.61495 -1.51324 0.35899
C 2.45256 2.22323 4.72247
O 2.19157 0.88540 4.29142
C 2.01034 0.60878 2.99483
O 1.65506 -0.50147 2.65778
N 2.24561 1.62532 2.11531
N 2.06659 1.36224 0.74599
H 2.39551 2.19537 5.80466
H 1.70334 2.91438 4.33651
H 3.45594 2.54404 4.43407
H 2.82470 2.40271 2.38883
H 2.93481 1.05504 0.30987
H 1.71339 2.19643 0.29541
S 7.13935 -2.34488 -5.36789
N 5.54943 -2.08660 -5.44078
C 5.17892 -1.65205 -4.24875
C 3.83722 -1.29053 -3.85882
C 2.75594 -1.37410 -4.73922
C 1.50542 -1.02498 -4.28685
C 1.38155 -0.59988 -2.96787
N 2.39084 -0.50594 -2.11879
C 3.61744 -0.85027 -2.54130
C 4.73083 -0.76572 -1.57485
N 4.46512 -0.35302 -0.32303
C 5.46670 -0.29558 0.54152
C 6.78148 -0.63720 0.24376
C 7.06930 -1.06331 -1.03143
C 6.03144 -1.13075 -1.96241
C 6.25134 -1.57423 -3.31894
N 7.41194 -1.95053 -3.82861
H 2.92175 -1.71288 -5.75349
H 0.63339 -1.07689 -4.92463
H 0.40099 -0.32727 -2.58113
H 5.21255 0.03354 1.54508
H 7.54227 -0.56563 1.00883
H 8.07118 -1.34632 -1.32560
N -1.19908 -3.74572 0.75473
N -0.66118 -5.01193 0.97043
C 0.66550 -5.23899 0.78838
N 1.09054 -6.45501 1.12731
N 1.33054 -4.21798 0.24760
N 2.69880 -4.34315 0.11976
O 3.34321 -5.30485 0.50314
O 3.21336 -3.36846 -0.41009
H -1.55083 -3.34934 1.61803
H -1.93123 -3.77620 0.05537
H -1.22647 -5.72937 1.40363
H 0.43907 -7.12027 1.50532
H 2.07427 -6.67418 1.08115
C -4.13607 -0.28348 2.47802
C -4.57211 0.47004 1.21197
C -5.17844 -0.58605 0.27715
C -5.68608 1.46410 1.58815
Si -3.11128 1.36664 0.34320
Br -1.40903 -0.13359 0.35378
C -3.40875 1.71748 -1.52574
C -4.74298 2.45020 -1.75437
C -2.28013 2.59692 -2.08753
C -3.40592 0.43413 -2.37023
C -2.41613 2.87207 1.32005
C -0.96103 3.19076 0.94265
C -3.27422 4.12886 1.08822
C -2.39713 2.57629 2.82708
H -4.99921 -0.82565 2.88100
H -3.76536 0.36979 3.26267
H -3.35514 -1.01337 2.25516
H -5.95348 -1.13895 0.81967
H -4.43184 -1.30938 -0.06221
H -5.64988 -0.14567 -0.59696
H -6.53485 0.90713 1.99964
H -6.05393 2.02712 0.72807
H -5.36966 2.17386 2.34840
H -4.82508 3.37017 -1.17244
H -5.60174 1.82472 -1.52037
H -4.82280 2.72399 -2.81181
H -2.28512 3.59606 -1.66096
H -2.41723 2.70528 -3.16909
H -1.29451 2.15272 -1.92279
H -4.18378 -0.27069 -2.08654
H -2.44520 -0.08238 -2.31157
H -3.57435 0.70423 -3.41892
H -0.83197 3.43647 -0.10823
H -0.30700 2.35044 1.18828
H -0.63281 4.05769 1.52870
H -3.21742 4.47933 0.06004
H -2.90256 4.93836 1.72594
H -4.32584 3.97818 1.33649
H -1.83694 1.66580 3.05693
H -3.39423 2.48465 3.24683
H -1.90599 3.40794 3.34603

Atomic forces in eV per Å
-0.310 0.364 -0.133
-0.011 -0.044 0.007
0.013 0.048 0.003
-0.043 -0.087 -0.154
0.034 0.190 0.391
-0.010 0.037 -0.122
0.114 0.021 0.134
0.004 0.009 0.030
-0.012 0.000 -0.014
0.008 -0.003 -0.012
-0.008 -0.008 0.021
0.020 0.023 -0.060
-0.044 -0.075 0.010
-0.001 -0.125 0.018
0.022 0.100 -0.066
0.293 -0.070 0.138
-0.207 0.086 0.165
0.023 0.022 0.055
0.038 -0.024 -0.081
-0.185 0.080 0.096
0.084 -0.036 0.000
-0.183 -0.014 -0.255
0.302 -0.077 0.094
0.002 -0.006 -0.112
-0.165 -0.001 0.091
0.074 -0.015 -0.016
-0.085 0.047 0.063
-0.088 0.067 0.195
-0.136 -0.107 -0.288
0.039 0.100 -0.036
0.022 -0.004 0.011
0.035 0.000 0.002
0.070 0.025 0.012
-0.011 0.002 -0.024
0.008 -0.018 -0.040
-0.014 -0.006 -0.028
-0.063 0.022 0.016
-0.058 0.036 0.037
-0.400 0.271 -0.139
0.191 -0.062 0.025
0.668 -0.612 0.330
-0.412 0.141 -0.240
-0.115 -0.221 0.082
0.420 -0.176 -0.099
0.014 -0.017 -0.031
0.067 -0.024 0.046
0.090 0.077 -0.065
0.065 -0.025 0.021
-0.069 0.116 -0.069
0.030 -0.021 0.008
-0.002 -0.036 -0.002
0.004 -0.078 0.018
-0.005 -0.077 -0.073
-0.256 0.287 -0.066
0.078 -0.218 0.013
0.077 0.014 0.005
0.072 0.027 0.008
-0.002 -0.056 -0.034
0.008 -0.057 -0.048
-0.021 -0.010 0.054
0.045 -0.029 0.047
0.045 -0.033 0.039
0.084 -0.019 0.013
0.039 0.041 -0.027
0.015 0.038 0.031
-0.043 -0.005 0.030
0.040 0.034 -0.014
-0.015 0.017 0.016
-0.052 0.029 -0.076
0.030 0.018 -0.016
0.015 -0.006 0.017
0.047 0.075 0.068
0.007 -0.014 -0.005
-0.065 -0.048 0.033
0.010 -0.007 0.034
0.023 0.104 0.027
-0.009 -0.014 0.045
-0.025 0.001 -0.006
0.008 0.002 -0.021
-0.048 0.026 -0.009
0.003 0.003 0.048
0.018 0.008 -0.040
-0.053 0.075 -0.017
-0.022 -0.028 -0.026
-0.011 0.034 -0.081
-0.009 -0.035 -0.013
-0.003 -0.030 0.004
-0.010 0.020 -0.001
-0.122 -0.028 0.050
-0.022 -0.033 -0.040